Entry from the Open Molecules 2025 dataset: an isolated molecule of C5H5NO2 (ωB97M-V/def2-TZVPD).

Computed properties:
Energy relative to the best compared isomer or geometry (same formula, charge and spin), eV: 3.2217
Net charge: 0
Gap between HOMO and LUMO, eV: 8.1
Structure (SMILES): [H]/N=C/c1ccoc1O

Each line ends with the Löwdin charge.
CARTESIAN COORDINATES (ANGSTROEM)
H (-2.2316, -2.6743, -0.9358)  0.091
N (-1.1956, -2.3868, -0.6845)  0.058
C (-1.2154, -1.1748, -0.3520)  -0.300
C (-0.0832, -0.3722, -0.0242)  -0.114
C (1.2835, -0.5926, 0.0885)  -0.050
C (1.9227, 0.6041, 0.3166)  -0.126
O (1.1165, 1.6906, 0.3811)  0.112
C (-0.0788, 1.2478, 0.1907)  -0.302
O (-1.0631, 2.1069, 0.0409)  0.121
H (-2.1756, -0.5622, -0.2935)  0.128
H (1.8123, -1.6298, 0.1023)  0.158
H (2.8599, 0.9031, 0.4813)  0.075
H (-0.9514, 2.8403, 0.6885)  0.149

Entry from the Open Molecules 2025 dataset: an isolated molecule of C5H5NO2 (ωB97M-V/def2-TZVPD).

Computed properties:
Energy relative to the best compared isomer or geometry (same formula, charge and spin), eV: 4.6899
Net charge: 0
Gap between HOMO and LUMO, eV: 9.2
Structure (SMILES): O=c1occ2n1CC2

Each line ends with the Löwdin charge.
CARTESIAN COORDINATES (ANGSTROEM)
O (-2.3109, 1.4437, -1.3032)  0.166
C (-1.6569, 0.9468, -0.4868)  -0.511
O (-2.1001, 0.3414, 0.6443)  0.076
C (-1.1931, -0.5617, 1.1354)  -0.073
C (-0.0230, -0.6402, 0.5271)  -0.250
N (-0.3602, 0.3685, -0.4788)  0.060
C (1.1144, 0.5171, -0.8867)  0.054
C (1.2541, -0.7560, 0.2803)  -0.073
H (-1.5716, -0.9757, 2.1772)  0.164
H (1.3673, 0.1395, -1.8574)  0.086
H (1.6733, 1.3979, -0.8200)  0.078
H (1.7550, -1.6136, 0.0014)  0.084
H (2.0516, -0.6077, 1.0670)  0.139

Entry from the Open Molecules 2025 dataset: an isolated molecule of C5H5NO2 (ωB97M-V/def2-TZVPD).

Computed properties:
Energy relative to the best compared isomer or geometry (same formula, charge and spin), eV: 4.5231
Net charge: 0
Gap between HOMO and LUMO, eV: 9.1
Structure (SMILES): O=C1C=CC/C1=N/O

Each line ends with the Löwdin charge.
CARTESIAN COORDINATES (ANGSTROEM)
O (0.9552, -1.6928, -1.2990)  0.064
C (0.7041, -0.7440, -0.5414)  -0.288
C (1.0710, -0.8115, 0.9415)  0.035
C (0.3951, 0.1136, 1.7047)  -0.016
C (-0.5887, 0.8160, 0.8091)  -0.149
C (-0.2623, 0.3831, -0.6060)  -0.275
N (-1.0495, 0.8235, -1.5175)  0.036
O (-0.6874, 0.3904, -2.7158)  -0.039
H (1.5748, -1.5422, 1.3996)  0.065
H (0.4843, 0.4737, 2.6540)  0.076
H (-0.6397, 1.9465, 0.6557)  0.132
H (-1.7867, 0.3753, 0.9710)  0.200
H (-0.1701, -0.5313, -2.4559)  0.159

Computed largest force on an atom, in the same sequence as the records: 6.42; 11.64; 5.22 eV/Å.